# 1
{"formula": "C26H27ClHoOP", "method": "the ωB97M-V functional and the def2-TZVPD basis", "elements": ["C", "C", "C", "P", "H", "H", "H", "H", "C", "H", "H", "C", "H", "H", "H", "C", "C", "C", "C", "C", "C", "C", "C", "H", "H", "H", "C", "C", "H", "C", "H", "H", "Cl", "C", "C", "H", "H", "H", "H", "H", "C", "H", "C", "Ho", "H", "O", "C", "H", "H", "C", "C", "C", "H", "C", "C", "H", "H"], "positions_angstrom": [[1.212031, -0.707807, -4.823127], [0.400495, 1.990673, -4.559813], [3.036035, -2.274465, -6.282821], [0.114614, 0.347448, -3.801620], [-0.661867, 2.957675, -2.947042], [-2.299671, 1.094644, 4.484008], [0.511911, -0.785220, 2.762764], [-2.829828, 0.670111, 2.856035], [-0.126438, 3.108039, -3.881170], [-3.891821, -2.496387, -4.002459], [0.908383, 2.705446, 3.487810], [0.266914, 1.912363, 3.867050], [1.825290, 3.637758, -7.185654], [1.523838, 1.353912, -6.291077], [0.823528, -2.477456, -1.296200], [-2.169646, -1.213430, -3.948285], [2.563964, -0.795724, -4.429622], [-0.998780, -1.962227, -0.041050], [-3.434071, 0.244631, -5.957925], [-3.412664, -1.614713, -4.422600], [0.239128, -1.249148, 1.796378], [1.273266, 3.492364, -6.259474], [0.032216, 4.388921, -4.396353], [1.357132, -2.760758, -7.543421], [-1.511815, -0.249398, 3.687924], [-1.473271, 2.697855, 2.935756], [1.700456, -2.207049, -6.672113], [-4.052264, -0.884827, -5.428242], [-5.029678, -1.195724, -5.791480], [-1.104977, -1.410413, 1.279867], [-3.925763, 0.820924, -6.738706], [-1.839267, -2.097268, -0.750390], [1.985231, 1.333200, -0.471882], [-1.956774, 0.738369, 3.507203], [0.735678, 4.587212, -5.587012], [0.862773, 0.989773, 3.938237], [-0.067735, 2.178093, 4.875247], [-1.679370, -1.776467, -3.156894], [3.741073, -2.881367, -6.847383], [-0.244847, -1.377351, -6.269581], [3.464649, -1.562593, -5.159949], [0.866487, 5.591843, -5.984163], [-2.178022, 0.645594, -5.494774], [-0.093252, 0.271796, -0.052868], [2.896297, -0.253275, -3.547997], [-0.521267, 1.515661, 1.602193], [-0.937223, 1.736290, 2.939632], [4.505461, -1.613488, -4.848305], [-2.027467, -1.047108, 1.770964], [0.394595, -2.145026, -0.328923], [1.106336, 2.201098, -5.753980], [1.144703, -1.737302, 0.814859], [-0.387063, 5.240210, -3.864745], [-1.527702, -0.080833, -4.488067], [0.792777, -1.427886, -5.951664], [2.246824, -1.682850, 0.885525], [-1.702642, 1.524357, -5.921426]], "forces_ev_per_angstrom": [[0.548, -0.449, -0.023], [0.088, 0.656, 0.070], [-0.124, 0.139, 0.134], [-0.155, 0.048, -0.205], [0.066, 0.078, -0.061], [0.012, 0.074, -0.115], [-0.256, -0.498, -0.891], [0.043, -0.134, -0.008], [0.267, -0.322, -0.386], [0.076, 0.151, -0.075], [0.052, -0.013, -0.017], [-0.083, -0.305, -0.040], [-0.097, -0.026, 0.170], [-0.031, 0.122, 0.073], [-0.378, 0.186, 0.850], [0.049, 0.421, -0.293], [-0.446, -0.026, -0.191], [-0.078, -0.512, 0.433], [0.114, -0.045, 0.111], [-0.066, 0.039, -0.064], [-0.674, -0.955, 0.274], [-0.092, -0.061, 0.119], [0.018, 0.018, -0.089], [0.062, 0.099, 0.155], [-0.208, 0.147, -0.166], [0.089, 0.057, 0.031], [0.019, 0.094, 0.105], [0.196, 0.024, 0.096], [0.194, 0.057, 0.076], [0.221, -1.031, 0.350], [0.081, -0.106, 0.140], [0.642, -0.098, 0.607], [1.767, 0.634, -0.574], [0.466, -0.054, 0.179], [-0.052, -0.217, 0.109], [-0.141, 0.224, -0.036], [0.058, -0.013, -0.081], [-0.046, 0.012, -0.097], [-0.139, 0.120, 0.114], [0.128, -0.031, 0.033], [-0.058, -0.048, -0.088], [-0.024, -0.199, 0.090], [-0.041, -0.275, 0.153], [-0.647, 3.533, 0.137], [-0.002, -0.047, -0.058], [-0.626, -0.758, -0.153], [-0.011, 0.587, -0.452], [-0.183, 0.008, -0.047], [0.821, -0.505, -0.485], [-0.036, -0.460, -0.183], [-0.195, 0.072, 0.269], [0.070, 0.034, -0.054], [0.088, -0.150, -0.083], [-0.549, -0.206, -0.062], [0.184, 0.134, 0.229], [-0.913, -0.117, -0.093], [-0.066, -0.108, 0.062]], "total_energy_ev": -77058.9197, "s_squared": 6.005, "largest_force_ev_per_a": 3.59, "homo_ev": [-8.53, -8.58], "multiplicity": 5, "total_charge": 0}

# 2
{"formula": "C15H22ClN5Os", "method": "the ωB97M-V functional and the def2-TZVPD basis", "elements": ["H", "N", "H", "C", "H", "H", "H", "H", "N", "H", "Os", "C", "H", "C", "H", "C", "H", "Cl", "H", "C", "N", "C", "H", "H", "C", "H", "H", "N", "H", "C", "H", "H", "C", "H", "C", "H", "C", "H", "C", "H", "C", "N", "C", "C"], "positions_angstrom": [[-3.815319, -1.907750, -0.494679], [-1.004246, -3.271347, 0.285891], [-1.515006, -2.004645, 3.352088], [2.475907, 2.459146, -3.162291], [-3.903175, -0.002857, 0.533853], [3.038885, 3.048846, -3.917211], [1.415551, 2.750256, -3.224164], [-2.513443, 1.620260, 2.087906], [-1.761365, -5.560293, 0.390209], [3.929135, 0.568505, -1.868884], [-1.053192, -0.062691, 0.214341], [0.273873, -2.046444, 2.025802], [-1.056795, -5.876022, 1.026609], [-2.467100, 0.611877, -1.088729], [2.098702, -1.212647, 1.104703], [-0.578262, -0.065065, 2.812946], [1.066694, 1.229864, 1.940706], [0.556864, -0.996766, -0.983918], [0.537630, -3.092821, 1.978013], [-2.296271, 1.445295, 1.046903], [-1.930175, -4.203108, 0.470592], [2.654770, 3.567430, -0.816475], [3.225737, 4.505408, -0.923694], [1.577134, 3.785491, -0.829688], [1.134935, -1.025016, 1.574842], [2.834657, 3.173362, 0.191419], [5.124553, 1.870915, -1.745466], [-3.185344, -3.783317, 0.211773], [4.122541, 1.377312, -0.354680], [-3.030629, 0.551166, 0.225043], [-0.811996, 1.867272, -1.897821], [-2.662416, -5.991484, 0.548991], [-1.416241, 1.564339, -1.063943], [2.474582, 1.418900, -3.526290], [4.111141, 1.561626, -1.434486], [-2.822445, 0.045957, -1.929937], [0.590830, 0.241086, 2.017893], [-1.205758, 0.650072, 3.363045], [-3.005797, -2.511632, -0.102632], [-0.522418, 2.720057, 0.650055], [3.066005, 2.553352, -1.801970], [-1.732363, -2.139286, 0.040246], [-0.752641, -1.462436, 2.805712], [-1.267731, 2.027833, 0.267376]], "forces_ev_per_angstrom": [[0.174, -0.036, 0.389], [-1.948, -0.086, 0.364], [0.031, 0.088, -0.121], [-0.186, -0.196, -0.564], [0.080, -0.008, 0.053], [-0.340, -0.161, 0.255], [0.261, 0.398, 0.139], [0.083, 0.040, -0.045], [0.560, 0.362, 0.119], [0.040, 0.261, -0.287], [2.079, -4.453, 1.950], [0.240, -0.686, 1.789], [0.453, -0.280, 0.390], [-1.377, 0.405, -0.696], [-0.205, 0.313, 0.215], [0.268, -0.192, 0.121], [-0.132, -0.737, 0.098], [1.623, -0.144, -1.568], [-0.146, 0.231, 0.031], [-1.440, 0.650, 0.167], [-1.190, 1.578, -1.881], [-0.116, 0.042, 0.528], [-0.324, -0.048, 0.160], [0.124, 0.271, -0.402], [0.580, 1.135, 0.018], [0.273, 0.239, 0.027], [-0.176, -0.130, 0.151], [0.877, 0.076, -0.123], [0.235, 0.291, 0.047], [-1.515, 0.905, 0.515], [0.298, -0.064, -0.158], [-0.144, -0.066, 0.010], [0.515, 1.344, -0.464], [0.294, 0.212, 0.086], [0.156, -0.345, 0.192], [0.051, -0.020, -0.290], [-0.272, 0.498, -0.802], [0.631, -0.483, -0.210], [-0.305, -0.704, 0.475], [-0.192, -0.038, -0.356], [-0.366, -0.902, -0.269], [0.407, -1.416, -0.089], [-0.146, -0.188, 0.024], [0.185, 2.044, 0.012]], "total_energy_ev": -38327.8755, "s_squared": 6.021, "largest_force_ev_per_a": 5.29, "homo_ev": [-11.37, -16.22], "multiplicity": 5, "total_charge": 2, "de_lowest_kcal_mol": 16.86}